Density functional theory data (wB97M-V/def2-TZVPD) for a 3-piece molecular cluster, C2H10N2O2 overall.

Output
* HOMO energy: -9.04 eV
* ΔE to the lowest compared entry with this formula, charge and spin: 16.1 kcal/mol
* frontier orbital gap: 9.7206 eV
* M: 94.114 g/mol
* calculated total energy: -342.16824 hartree

Last column: natural (NBO) charge in e.
Cartesian coordinates (Å):
O1 -0.0574 3.6187 -2.1790  -0.9253
O2 3.4324 -2.4861 0.2293  -0.9383
N1 -0.9532 -2.1038 1.5173  -0.7216
N2 -1.1726 -0.4035 -0.0012  -0.6124
C1 -1.1868 1.0438 -0.1909  -0.4154
C2 -0.6112 -0.9527 1.1228  0.2776
H1 0.1945 -0.3693 1.5621  0.1467
H2 0.5575 3.1753 -1.5796  0.4654
H3 -0.8693 3.6033 -1.6564  0.4628
H4 2.6987 -2.7005 -0.3627  0.4705
H5 3.9358 -3.3037 0.2758  0.4678
H6 -1.1172 1.2599 -1.2501  0.2057
H7 -2.1131 1.4828 0.1822  0.1838
H8 -0.4066 -2.4229 2.3079  0.3435
H9 -1.9711 -0.9065 -0.3577  0.3922
H10 -0.3605 1.4652 0.3802  0.1969

=====

Density functional theory data (wB97M-V/def2-TZVPD) for C24H35O5OsSi as an isolated structure.

Output
* HOMO energy (spin up / spin down): -16.69 / -16.69 eV
* frontier orbital gap (spin up / spin down): 6.7085 / 6.7060 eV
* 2S+1: 5
* charge: +3
* M: 621.855 g/mol
* calculated total energy: -1690.80195 hartree

Last column: natural (NBO) charge in e.
Cartesian coordinates (Å):
Os1 -0.8287 1.3067 0.9689  1.4132
Si1 0.3293 -0.6739 -1.6537  2.1168
O1 0.1874 0.1079 -0.2870  -1.2667
O2 0.2614 3.2809 0.2905  -0.5703
O3 -2.2531 3.1186 1.3134  -0.5876
O4 0.3387 2.2385 2.8447  -0.5897
O5 -2.0687 0.9576 2.8626  -0.5725
C1 -1.1489 -2.6103 -3.1122  -0.1921
C2 1.9704 -4.9134 -1.0385  -0.7643
C3 -0.6544 4.3543 0.0173  -0.1001
C4 -1.3087 1.0451 4.0864  -0.0955
C5 -3.3412 1.6339 2.8108  -0.0968
C6 2.8812 0.2973 -2.0130  -0.1762
C7 1.9492 -0.6720 -2.4240  -0.6080
C8 1.0539 3.4650 2.6039  -0.1011
C9 1.4880 -4.1812 0.1224  0.6156
C10 -3.5468 -2.5726 -3.2204  -0.1109
C11 4.4610 -0.5466 -3.6111  -0.1179
C12 -3.1687 3.0805 2.4234  -0.0996
C13 0.0990 -4.3238 0.5392  -0.7627
C14 2.4124 -3.3734 0.9082  -0.7570
C15 -2.3351 -3.1568 -3.5705  -0.2034
C16 -0.3677 2.2272 4.0941  -0.0991
C17 -1.1625 -1.4835 -2.2714  -0.5947
C18 -3.5799 -1.4556 -2.3939  -0.2023
C19 -1.7513 4.4459 1.0528  -0.0967
C20 2.2973 -1.5730 -3.4478  -0.1844
C21 -2.3991 -0.9219 -1.9100  -0.1790
C22 1.3963 3.5321 1.1354  -0.0964
C23 3.5504 -1.5111 -4.0302  -0.2054
C24 4.1262 0.3604 -2.6110  -0.1917
H1 1.9747 3.4822 3.1909  0.2288
H2 -0.1222 5.3046 -0.0482  0.2280
H3 1.5894 -2.3038 -3.8118  0.2165
H4 5.4376 -0.4963 -4.0746  0.2518
H5 -2.7667 3.6863 3.2375  0.1928
H6 4.8371 1.1168 -2.3073  0.2453
H7 1.1863 -5.3561 -1.6472  0.2680
H8 -0.2165 -3.0647 -3.4180  0.2102
H9 -0.1760 -3.7145 1.3949  0.2556
H10 -4.5277 -1.0018 -2.1374  0.2450
H11 1.9392 -2.4424 1.2322  0.2782
H12 3.8138 -2.1975 -4.8237  0.2504
H13 -0.8939 3.1760 4.2194  0.1881
H14 -3.9156 1.0996 2.0557  0.2205
H15 0.4357 4.3072 2.9202  0.1906
H16 -4.4715 -2.9873 -3.5996  0.2508
H17 2.5930 -5.7333 -0.6333  0.3399
H18 -0.5664 -4.1402 -0.3141  0.3006
H19 2.6726 -4.3149 -1.6255  0.2920
H20 -2.3181 -4.0267 -4.2132  0.2497
H21 -0.7471 0.1144 4.1432  0.2162
H22 -1.9856 1.0962 4.9398  0.2290
H23 -1.0757 4.1247 -0.9601  0.2227
H24 -4.1321 3.5007 2.1281  0.2330
H25 1.8427 4.4991 0.8979  0.2290
H26 -0.0619 -5.3888 0.7730  0.3293
H27 -2.5575 5.0728 0.6667  0.2322
H28 -3.8572 1.5486 3.7674  0.2306
H29 -2.4369 -0.0525 -1.2626  0.2025
H30 3.3714 -3.1986 0.4282  0.2704
H31 -1.4039 4.8758 1.9939  0.1882
H32 2.6208 1.0066 -1.2369  0.2193
H33 2.1098 2.7482 0.8832  0.2102
H34 0.3368 2.1188 4.9219  0.2296
H35 2.5842 -3.9414 1.8398  0.3315